Record 1
Formula: C4H5NO
Source: the OMol25 dataset
Level of theory: ωB97M-V/def2-TZVPD

Geometry as XYZ:
```
11
Properties=species:S:1:pos:R:3:forces:R:3
C -1.6246 0.2516 -0.1768 -0.028 0.010 0.113
C -0.6097 1.1089 -0.0577 -0.213 0.097 -0.009
C 0.7819 0.7879 0.2612 -0.051 0.002 0.038
C 1.2206 -0.4394 0.0834 -0.276 0.153 -0.057
N 0.8591 -1.6737 -0.4171 0.574 -0.369 0.106
O 2.2716 -1.2396 0.0969 -0.013 -0.217 -0.144
H -1.5359 -0.8000 0.0759 0.092 0.052 -0.109
H -2.6065 0.5634 -0.5167 0.151 0.116 0.122
H -0.7909 2.1624 -0.2335 -0.081 0.024 -0.134
H 1.4817 1.5623 0.5385 -0.031 -0.009 0.092
H 0.5526 -2.2839 0.3459 -0.124 0.140 -0.017
```
Forces are in eV/Å.

Values from the calculation:
SMILES string   C=C/C=C1\NO1
Relative energy (zero: lowest compared OMol25 entry of this formula, charge and spin)   393.91 kJ/mol
Gap between HOMO and LUMO   9.65 eV
Electronic energy   -7762.4439 eV

=====

Record 2
Formula: C4H8Si
Source: the OMol25 dataset
Level of theory: ωB97M-V/def2-TZVPD

Geometry as XYZ:
```
13
Properties=species:S:1:pos:R:3:forces:R:3
C -3.0340 -1.8375 -1.1099 3.385 1.310 1.694
Si -1.2689 -1.3111 -1.0720 -2.759 -0.095 -2.026
H -3.4441 -2.1153 -0.1275 -0.019 0.045 -0.573
H -3.7298 -1.4368 -1.8358 0.207 -0.437 -0.335
H -0.6566 -0.9218 -2.4354 -0.442 -0.231 1.011
H -0.2435 -1.0682 -0.0366 -0.348 -0.579 0.243
C 1.7926 1.3120 -0.7279 0.271 0.639 -0.630
C 1.7582 1.2153 0.4672 -0.694 1.051 -0.647
C 1.7085 1.2202 1.9148 0.473 -4.542 -1.511
H 1.8995 1.6702 -1.7456 -0.152 -0.648 0.572
H 2.4544 1.8282 2.2782 1.488 1.400 1.142
H 0.7623 1.3312 2.3604 -1.177 0.523 0.326
H 2.0013 0.1136 2.0701 -0.233 1.565 0.734
```
Forces are in eV/Å.

Values from the calculation:
SMILES string   C=[SiH2].C#CC
Relative energy (zero: lowest compared OMol25 entry of this formula, charge and spin)   384.16 kJ/mol
Gap between HOMO and LUMO   8.41 eV
Electronic energy   -12150.1558 eV

=====

Record 3
Formula: C25H47ClP2Y
Source: the OMol25 dataset
Level of theory: ωB97M-V/def2-TZVPD

Geometry as XYZ:
```
76
Properties=species:S:1:pos:R:3:forces:R:3
Y 0.9772 -0.3764 -0.2451 -1.246 3.596 1.676
C 0.1754 0.7632 2.7372 0.967 0.633 -0.914
C 1.4759 0.4460 2.2234 -0.411 1.217 -0.662
C 0.7740 2.4457 1.2795 0.495 -1.094 0.424
C -0.1980 2.0245 2.2198 0.495 -0.780 -0.539
C 1.8444 1.5090 1.3063 -1.011 -0.562 1.018
C -0.5504 -0.0131 3.7620 -0.305 -0.404 0.576
H -0.3173 -1.0798 3.6869 -0.020 0.022 0.059
H -1.6349 0.0888 3.6518 -0.014 -0.007 0.074
H -0.3218 0.2889 4.7949 0.032 -0.029 -0.199
C -1.3239 2.8564 2.6760 -0.770 0.348 0.027
H -1.9675 2.3113 3.3717 0.046 0.121 0.043
H -1.9457 3.1768 1.8318 -0.062 0.189 0.183
H -0.9703 3.7621 3.1907 -0.146 -0.190 -0.103
C 0.8070 3.7438 0.5777 -0.076 0.761 -0.410
H 1.4769 4.4632 1.0815 -0.224 -0.178 -0.215
H -0.1896 4.1973 0.5271 0.162 0.002 0.019
H 1.1531 3.6330 -0.4586 0.034 0.130 0.142
C 3.1387 1.6417 0.5921 0.698 0.196 -0.307
H 3.9663 1.9015 1.2715 -0.159 -0.134 -0.146
H 3.1081 2.4360 -0.1665 -0.029 -0.175 0.136
H 3.4570 0.7093 0.0889 0.022 0.336 0.054
C 2.4016 -0.5139 2.8668 0.464 -0.436 0.562
H 2.8136 -0.0765 3.7984 -0.095 -0.199 -0.328
H 3.2574 -0.7671 2.2255 -0.264 -0.060 0.262
H 1.8674 -1.4313 3.1652 0.376 0.116 -0.157
C -0.4032 -2.3279 -0.7619 -1.020 -0.268 -0.578
C 0.0861 -2.4306 0.5366 -0.273 -1.028 1.065
C 1.1339 -3.4383 0.9379 0.284 -0.597 0.539
C 2.5922 -3.0507 0.5782 0.440 -0.321 0.276
C 2.7928 -1.7807 -0.2405 1.555 -1.202 0.145
C 2.3302 -1.6756 -1.5666 0.893 -1.190 -1.630
C 1.6416 -2.8686 -2.2537 0.130 0.004 -0.381
C 0.1491 -3.1229 -1.9125 -0.282 -0.472 -0.595
H 0.9594 -4.4750 0.5793 -0.300 0.634 -0.280
H 3.0390 -3.9144 0.0518 0.060 0.341 0.121
H 1.0653 -3.5809 2.0289 0.090 0.269 -0.253
H 0.0467 -4.2250 -1.8133 -0.172 0.458 0.418
H -1.4098 -1.9243 -0.9311 0.139 -0.129 0.010
H -0.4819 -2.0281 1.3881 0.042 -0.053 -0.412
H -0.4964 -2.9083 -2.7804 0.369 0.121 0.107
H 1.6900 -2.7218 -3.3444 0.204 -0.066 0.322
H 2.8141 -0.9644 -2.2690 -0.080 -0.505 0.596
H 2.1880 -3.8139 -2.0644 0.000 0.554 0.028
H 3.1487 -2.9450 1.5253 -0.104 -0.011 -0.487
H 3.6849 -1.2076 0.0644 -0.455 -0.183 -0.263
P -3.4323 -0.0922 0.4146 -0.378 -0.212 0.521
C -4.1496 0.8680 1.7567 -0.238 0.384 0.237
H -5.1550 0.5028 1.9975 0.154 -0.019 -0.210
H -4.2009 1.9319 1.5263 -0.076 -0.073 -0.122
H -3.5465 0.7653 2.6714 0.026 -0.118 -0.457
C -4.5587 -0.4977 -0.9198 -0.325 0.005 -0.067
H -5.4964 -0.8921 -0.5128 0.141 0.135 -0.079
H -4.1124 -1.2754 -1.5518 0.063 0.136 0.189
H -4.7548 0.3802 -1.5382 -0.066 -0.025 0.105
C -3.0671 -1.6695 1.2448 0.370 -0.100 -0.109
H -2.4790 -2.3447 0.6229 -0.105 0.042 0.000
H -4.0252 -2.1665 1.4739 0.162 0.437 -0.165
H -2.5258 -1.5169 2.1849 -0.123 0.166 -0.210
P 0.5921 1.1592 -2.7452 0.416 -0.111 -0.682
C 2.3220 1.5822 -3.2246 0.254 0.009 0.078
H 2.4501 1.4316 -4.3070 0.035 0.220 0.306
H 3.0868 0.9950 -2.6948 -0.362 0.102 -0.218
H 2.5027 2.6314 -2.9512 -0.059 -0.221 -0.235
C 0.1166 -0.0787 -4.0231 0.023 -0.099 -0.103
H 0.7307 -0.9858 -3.9552 -0.116 0.309 0.068
H 0.2311 0.3528 -5.0309 -0.123 -0.161 0.314
H -0.9275 -0.3830 -3.8584 0.219 0.118 -0.159
C -0.2529 2.6350 -3.4303 -0.321 0.230 0.199
H -0.1167 2.6881 -4.5217 -0.005 -0.033 0.374
H 0.1443 3.5481 -2.9698 -0.034 -0.213 -0.088
H -1.3246 2.6083 -3.1930 0.235 -0.035 -0.207
Cl -2.7428 2.6174 -0.7689 0.224 -1.388 0.404
C -2.1226 0.9146 -0.3879 0.295 0.557 -0.610
H -1.7941 0.5158 -1.3699 -0.430 -0.101 0.651
H -1.2367 1.0378 0.2525 -0.335 0.280 0.248
```
Forces are in eV/Å.

Values from the calculation:
Relative energy (zero: lowest compared OMol25 entry of this formula, charge and spin)   0.00 kJ/mol
Net charge   +1
Gap between HOMO and LUMO (spin up / spin down)   5.83 / 5.47 eV
Electronic energy   -58821.7445 eV

=====

Record 4
Formula: C3H5Cl2F
Source: the OMol25 dataset
Level of theory: ωB97M-V/def2-TZVPD

Geometry as XYZ:
```
11
Properties=species:S:1:pos:R:3:forces:R:3
C 0.8876 -0.5655 -1.4936 -1.258 -0.469 0.047
C 0.5294 -0.2005 -0.0849 0.166 1.907 2.199
F 1.0152 -1.0845 0.8486 -0.810 -0.701 -1.038
Cl 1.4931 1.3552 0.6034 -0.303 -0.680 -1.167
C -0.8948 0.2935 0.2806 0.863 -0.588 1.160
Cl -2.2693 -0.5859 -0.3518 -0.254 -0.575 -0.519
H 0.8017 0.2804 -2.1947 0.141 -0.326 0.480
H 0.1926 -1.3844 -1.8405 0.644 0.801 0.416
H 1.8761 -0.9618 -1.4172 0.770 -0.138 -0.443
H -0.9326 1.2995 -0.0603 -0.352 0.705 -0.325
H -1.0136 0.2834 1.3862 0.394 0.064 -0.811
```
Forces are in eV/Å.

Values from the calculation:
SMILES string   C[C@@](F)(Cl)CCl
Relative energy (zero: lowest compared OMol25 entry of this formula, charge and spin)   17.09 kJ/mol
Gap between HOMO and LUMO   11.76 eV
Electronic energy   -30954.3138 eV

=====

Record 5
Formula: C2H4OS
Source: the OMol25 dataset
Level of theory: ωB97M-V/def2-TZVPD

Geometry as XYZ:
```
8
Properties=species:S:1:pos:R:3:forces:R:3
C 0.8733 -0.9319 -0.1993 -8.180 5.093 -1.170
C -0.2595 0.0055 -0.1971 3.321 -1.299 -1.303
O -0.0332 1.2813 0.3042 -0.777 0.332 0.177
S -0.9574 2.5827 -0.3209 1.785 -0.408 -0.477
H 0.6022 -1.8888 -0.3794 -0.288 -2.944 -0.821
H 1.5874 -0.6310 0.4105 3.705 1.042 2.381
H -1.2442 0.0535 -0.7401 1.125 -1.196 0.506
H -2.1784 2.3743 0.1158 -0.691 -0.618 0.707
```
Forces are in eV/Å.

Values from the calculation:
SMILES string   C=COS
Relative energy (zero: lowest compared OMol25 entry of this formula, charge and spin)   292.73 kJ/mol
Gap between HOMO and LUMO   9.30 eV
Electronic energy   -15018.4316 eV

=====

Record 6
Formula: C2H3N4O7
Source: the OMol25 dataset
Level of theory: ωB97M-V/def2-TZVPD

Geometry as XYZ:
```
16
Properties=species:S:1:pos:R:3:forces:R:3
C 0.3459 -0.8830 -0.8529 1.450 3.193 4.268
C -0.8696 0.0940 0.3862 2.844 -1.802 1.783
N 1.4493 -0.1066 -0.9155 -0.987 -0.645 -4.414
N -0.6611 1.4124 -0.0964 -1.491 -0.221 -1.510
N -2.0180 -0.6378 0.0454 -1.965 0.984 0.317
N 2.3297 0.1412 -0.0413 -0.887 -0.197 2.146
O -1.2376 1.6717 -1.1353 -0.259 0.846 -0.690
O -2.5827 -0.5562 -1.0025 -0.073 0.990 -3.557
O 2.0237 0.1696 1.1846 0.062 -0.290 1.035
O 0.1445 2.1187 0.4363 0.756 0.611 0.937
O -2.4866 -1.3602 0.8630 -0.066 -2.264 3.382
O 3.4396 0.4469 -0.3725 1.914 0.362 -0.754
O -0.4657 -0.1260 1.6907 1.398 1.373 -1.571
H 0.3212 -1.6752 -0.1807 0.301 -1.884 1.038
H -0.3016 -0.9249 -1.6397 -1.139 0.129 -2.475
H 0.5689 0.2154 1.6307 -1.859 -1.183 0.065
```
Forces are in eV/Å.

Values from the calculation:
Relative energy (zero: lowest compared OMol25 entry of this formula, charge and spin)   145.09 kJ/mol
Net charge   -1
Gap between HOMO and LUMO   8.07 eV
Electronic energy   -22406.2483 eV

=====

Record 7
Formula: C4H6S3
Source: the OMol25 dataset
Level of theory: ωB97M-V/def2-TZVPD

Geometry as XYZ:
```
13
Properties=species:S:1:pos:R:3:forces:R:3
S -0.2367 2.0200 0.0167 0.337 -1.297 0.791
C -0.0504 0.4658 0.4747 1.162 0.838 -1.432
C 1.1506 -0.4940 0.5834 -1.290 -1.672 -1.528
S 2.6202 -0.3028 -0.4701 -0.015 3.417 2.359
C 0.0586 -1.7263 0.2257 4.035 0.432 -3.519
C -0.9788 -0.6783 0.4435 -1.740 -0.244 2.049
S -2.5048 -0.5141 -0.4227 -1.020 0.269 -0.611
H 1.6710 -0.5658 1.4930 -0.403 -0.286 1.765
H 2.8382 0.9530 0.5482 0.168 -2.614 -2.780
H 0.3285 -2.1797 -0.8603 -1.014 1.709 2.008
H 0.1476 -2.6145 0.7961 -0.459 -0.438 1.209
H -1.2584 -0.9027 1.4895 -0.019 0.480 -0.006
H -2.8664 0.6557 0.1885 0.258 -0.595 -0.303
```
Forces are in eV/Å.

Values from the calculation:
SMILES string   S=C1[C@H](S)C[C@@H]1S
Relative energy (zero: lowest compared OMol25 entry of this formula, charge and spin)   242.28 kJ/mol
Gap between HOMO and LUMO   8.39 eV
Electronic energy   -36747.7473 eV

=====

Record 8
Formula: C3H2N2OS2
Source: the OMol25 dataset
Level of theory: ωB97M-V/def2-TZVPD

Geometry as XYZ:
```
10
Properties=species:S:1:pos:R:3:forces:R:3
O -3.2423 0.4194 -0.2129 -6.543 -0.768 0.728
C -2.4528 -0.5821 -0.1696 6.478 3.031 2.873
C -1.1262 -0.0936 0.2693 -3.112 -2.354 -2.416
N -0.7857 1.2315 0.2114 1.640 1.027 -0.369
N 0.4990 1.4858 0.0266 -2.478 -1.655 0.413
C 1.2326 0.2985 -0.0699 1.626 -1.984 0.697
S 2.8851 -0.0004 -0.1139 -1.579 1.068 -0.217
S 0.1714 -1.1577 0.1161 1.970 0.486 -0.121
H -4.1773 0.0248 0.1006 2.374 1.833 -1.398
H -2.7028 -1.6090 -0.2772 -0.375 -0.683 -0.189
```
Forces are in eV/Å.

Values from the calculation:
SMILES string   O/C=C1\N=NC(=S)S1
Relative energy (zero: lowest compared OMol25 entry of this formula, charge and spin)   311.63 kJ/mol
Gap between HOMO and LUMO   6.01 eV
Electronic energy   -29837.5652 eV